[1]
{
  "formula": "C15H20N2O2S",
  "method": "ωB97M-V/def2-TZVPD",
  "smiles": "O=C(O)[C@@H]1CSC2(CCN(Cc3ccccc3)CC2)N1",
  "gap_ev": 9.0,
  "e_above_lowest_kcal_mol": 25.4,
  "elements": ["S", "O", "O", "N", "N", "C", "C", "C", "C", "C", "C", "C", "C", "C", "C", "C", "C", "C", "C", "C", "H", "H", "H", "H", "H", "H", "H", "H", "H", "H", "H", "H", "H", "H", "H", "H", "H", "H", "H", "H"],
  "positions_angstrom": [[-2.478, 1.860, -0.227], [-5.137, -2.010, 0.567], [-4.156, -1.557, -1.382], [-1.986, -0.657, -0.282], [1.333, 2.074, -0.059], [2.726, -0.036, -0.004], [2.816, -2.129, -1.200], [2.774, -2.826, -0.004], [-1.182, 0.549, -0.175], [0.485, 1.934, 1.099], [2.706, -0.747, 1.191], [-0.367, 0.655, 1.114], [-3.149, -0.644, 0.591], [2.726, -2.131, 1.192], [-3.657, 0.806, 0.680], [2.796, -0.745, -1.198], [2.653, 1.474, -0.005], [0.586, 1.944, -1.285], [-4.258, -1.493, -0.060], [-0.260, 0.665, -1.383], [-4.631, 0.931, 0.209], [0.386, -0.215, -1.411], [-0.096, 2.801, -1.342], [-2.959, -1.035, 1.600], [-1.420, -1.491, -0.153], [-1.029, 0.675, 1.983], [-0.855, 0.689, -2.297], [3.207, 1.859, -0.868], [-3.335, -1.093, -1.652], [-0.196, 2.793, 1.104], [0.277, -0.226, 1.189], [1.101, 1.981, 1.999], [1.276, 1.998, -2.129], [2.841, -0.207, -2.135], [2.680, -0.211, 2.130], [3.134, 1.857, 0.901], [2.869, -2.665, -2.137], [2.789, -3.906, -0.005], [2.709, -2.668, 2.130], [-3.721, 1.147, 1.712]],
  "atomic_forces_ev_per_a": [[0.036, -0.204, -0.088], [-0.218, -0.076, 0.013], [-0.308, -0.107, -0.534], [0.162, -0.065, -0.051], [0.204, 0.101, 0.025], [0.137, -0.014, 0.007], [-0.017, -0.042, -0.109], [-0.025, -0.091, 0.002], [-0.143, 0.286, -0.085], [-0.097, -0.074, 0.195], [0.109, 0.021, -0.092], [0.016, 0.124, -0.077], [-0.270, -0.358, -0.023], [-0.027, -0.044, 0.105], [0.152, 0.457, 0.012], [0.106, 0.015, 0.108], [-0.074, 0.104, -0.010], [-0.100, -0.178, -0.150], [0.601, 0.191, 0.420], [-0.022, 0.257, 0.072], [0.013, -0.037, 0.094], [-0.073, -0.004, 0.013], [0.057, 0.014, -0.150], [-0.096, 0.028, -0.243], [0.026, 0.041, 0.069], [-0.043, -0.045, 0.036], [-0.057, -0.060, 0.001], [0.055, -0.027, 0.080], [-0.026, -0.098, 0.325], [0.024, -0.071, 0.157], [-0.074, -0.002, 0.016], [-0.008, 0.065, 0.027], [-0.024, 0.087, -0.038], [-0.002, 0.074, -0.102], [-0.009, 0.074, 0.096], [0.057, -0.028, -0.082], [0.010, -0.047, -0.072], [0.011, -0.085, -0.001], [0.006, -0.045, 0.070], [-0.070, -0.137, -0.037]]
}

***

[2]
{
  "formula": "C15H20N2OS",
  "method": "ωB97M-V/def2-TZVPD",
  "smiles": "CC[C@@H]1C(C#N)=C(SC)NC2=C1C(=O)CC(C)(C)C2",
  "gap_ev": 8.0,
  "e_above_lowest_kcal_mol": 296.7,
  "elements": ["S", "O", "N", "N", "C", "C", "C", "C", "C", "C", "C", "C", "C", "C", "C", "C", "C", "C", "C", "H", "H", "H", "H", "H", "H", "H", "H", "H", "H", "H", "H", "H", "H", "H", "H", "H", "H", "H", "H"],
  "positions_angstrom": [[-0.725, -3.494, 1.525], [2.456, 1.919, -0.447], [2.960, -3.827, 0.917], [-0.995, -1.093, 0.763], [0.510, 2.958, 0.569], [0.902, 0.395, 0.228], [-1.906, 3.873, 0.835], [-0.112, -2.183, 0.895], [1.762, -0.723, -0.395], [1.644, -0.819, -1.732], [1.256, -1.942, 0.531], [-0.035, -4.921, 1.078], [1.229, 1.758, 0.080], [0.326, -1.290, -2.195], [-1.557, 1.418, 0.952], [2.053, -3.019, 0.890], [-1.296, 2.444, -1.037], [-1.059, 2.586, 0.195], [-0.270, 0.189, 0.763], [2.394, -1.705, -1.978], [-1.343, 1.476, 2.041], [-1.771, 4.745, 0.394], [-0.665, 1.709, -1.487], [1.128, -5.047, 1.506], [-2.426, 2.333, -1.326], [-1.780, -1.198, 1.264], [-0.073, -2.317, -1.804], [-1.278, 3.403, -1.870], [0.732, 3.026, 1.529], [0.175, -4.801, -0.167], [1.889, 0.091, -2.185], [-2.765, 3.643, 0.605], [-2.422, 1.033, 0.827], [0.283, -1.484, -3.498], [-1.601, 3.856, 2.008], [-0.352, -0.543, -1.802], [0.748, 3.850, 0.060], [-0.544, -5.826, 1.255], [2.528, -0.471, 0.215]],
  "atomic_forces_ev_per_a": [[-5.490, -1.297, 4.599], [-5.215, -0.095, 1.829], [-4.254, 3.534, 0.542], [6.276, 1.115, -1.579], [-3.715, -3.276, -4.804], [-1.203, -0.495, -0.444], [9.354, -3.654, 5.499], [4.914, 5.223, -3.343], [-4.022, -0.170, 9.677], [2.680, -4.963, -5.638], [-3.677, -0.470, -0.478], [7.306, -1.601, -4.571], [8.866, 1.932, -2.681], [-2.234, -2.454, -3.360], [10.864, -0.688, 3.691], [6.463, -3.550, -1.104], [-4.539, 1.810, -16.049], [1.860, 6.314, 14.033], [-7.951, -0.478, -0.435], [-0.846, 2.003, -0.330], [-0.747, 0.783, -0.347], [1.625, 4.110, -1.936], [-0.090, -0.841, -0.917], [-3.273, 0.076, -1.074], [1.735, -0.912, 0.861], [-3.593, 0.084, 2.111], [1.173, 1.823, -0.473], [1.008, -1.876, 2.581], [0.355, 0.492, 4.722], [-0.527, -0.793, 3.276], [0.770, 1.181, -1.005], [-9.439, -2.471, -1.224], [-5.908, -2.627, -1.614], [0.015, 1.115, 4.046], [-1.290, 0.387, -2.849], [-0.959, 0.058, -0.792], [0.588, 0.758, -0.760], [-1.206, -0.539, 0.385], [4.327, 0.449, -0.046]]
}

***

[3]
{
  "formula": "C15H20N4O4",
  "method": "ωB97M-V/def2-TZVPD",
  "gap_ev": 7.5,
  "e_above_lowest_kcal_mol": 310.9,
  "elements": ["O", "O", "O", "O", "N", "N", "N", "N", "C", "C", "C", "C", "C", "C", "C", "C", "C", "C", "C", "C", "C", "C", "C", "H", "H", "H", "H", "H", "H", "H", "H", "H", "H", "H", "H", "H", "H", "H", "H", "H", "H", "H", "H"],
  "positions_angstrom": [[-3.290, -0.457, 1.141], [-0.095, -2.645, 1.332], [-4.421, -1.082, -0.947], [0.999, 3.083, 0.532], [4.889, -0.402, -2.072], [3.893, 0.197, -0.043], [1.581, -1.060, 1.146], [-0.353, -0.235, 0.737], [4.916, -0.685, 0.218], [1.730, 0.198, 0.768], [-2.817, -2.760, -1.018], [-4.058, -2.309, -0.561], [-1.741, 1.797, -0.992], [0.048, 2.012, 0.696], [3.112, 1.092, 0.695], [-3.949, -0.118, 0.080], [0.364, -1.447, 1.119], [0.466, 0.737, 0.961], [-3.290, 2.134, -1.374], [5.404, -1.192, -1.097], [-4.246, 1.414, -0.475], [4.044, 0.270, -1.436], [-1.350, 2.121, 0.396], [-5.283, 1.449, -0.867], [-1.554, 0.624, -1.181], [5.052, -1.111, 1.197], [-4.153, 1.958, 0.541], [6.161, -1.975, -1.117], [-2.754, -3.922, -0.936], [-1.697, 3.485, 0.454], [-4.213, -2.522, 0.492], [-3.523, 3.100, -1.617], [-4.876, -2.711, -1.096], [2.490, -1.978, 0.985], [-3.403, 1.266, -2.463], [3.432, 1.185, -2.028], [-1.213, 2.155, -1.665], [-2.189, -2.325, -0.246], [-1.987, 1.842, 1.143], [2.894, 1.941, 0.175], [-2.833, -2.452, -2.094], [-1.275, -0.353, 1.083], [3.547, 1.046, 1.977]],
  "atomic_forces_ev_per_a": [[-3.701, 1.668, -5.345], [1.526, 4.730, -0.883], [1.818, 7.715, 3.833], [-5.462, -5.777, 1.106], [1.141, -2.452, -0.149], [4.375, -1.166, -4.362], [9.387, -5.309, -1.516], [-2.712, -8.064, 2.209], [0.539, -2.700, -2.138], [1.634, 5.928, 2.815], [2.327, -2.544, -1.202], [-4.711, -3.533, 1.140], [-6.508, -6.158, 3.882], [6.150, 7.774, -1.485], [-1.785, -6.019, 5.776], [2.270, -0.342, -0.349], [-6.873, -4.848, -0.371], [4.515, 2.367, -2.031], [2.895, -8.299, -2.768], [0.064, 1.147, 5.225], [-0.520, -0.463, 4.198], [-5.472, 7.054, -1.252], [-1.287, 7.817, -1.232], [0.611, -0.104, 0.468], [-0.840, 2.256, 0.478], [0.231, 0.073, 0.139], [-0.855, -0.568, -1.297], [-0.213, 0.376, -0.633], [0.009, 2.124, -0.171], [1.411, -3.758, -0.045], [-0.128, 0.304, 0.281], [-0.582, 2.368, -0.488], [-0.900, -2.580, -0.291], [-3.749, 3.935, 0.779], [0.363, 3.305, 2.614], [1.477, -2.655, 1.882], [5.223, 3.996, -5.854], [1.608, -0.018, -0.988], [-1.569, -1.640, 1.872], [-0.369, 2.705, -0.611], [1.323, -0.203, 0.858], [-1.390, 0.644, 0.174], [-1.271, 0.916, -4.266]]
}

***

Values of energy, in order: -1241.78329; -1166.08550; -1103.14125, all in Ha.
Values of E_HOMO, in order: -0.3108; -0.3013; -0.3071, all in hartree.